# 1
This record from OMol25 describes a structure of composition C36H35N3O2P2PtS in a non-equilibrium geometry. The level of theory is ωB97M-V/def2-TZVPD.

Each line ends with the Mulliken charge.
Positions of all 80 atoms, in Å:
Pt  0.057  0.444  -0.027  3.17
C  1.695  1.246  2.973  -1.26
P  0.561  0.113  2.141  0.90
C  -0.826  0.056  3.292  -1.68
C  1.378  -1.508  2.237  0.52
C  1.489  -2.222  3.426  -1.06
C  2.172  -3.429  3.448  -0.85
C  2.762  -3.920  2.290  -0.83
C  2.664  -3.209  1.103  -0.99
C  1.963  -2.007  1.070  0.80
P  1.783  -0.984  -0.413  0.87
C  3.374  -0.145  -0.634  -1.28
C  1.672  -2.123  -1.814  -1.45
H  1.915  0.844  3.963  0.73
H  1.229  2.226  3.070  0.21
H  2.627  1.353  2.420  0.34
H  -0.441  -0.125  4.296  0.80
H  -1.534  -0.727  3.034  0.35
H  -1.315  1.029  3.277  0.37
H  1.045  -1.849  4.341  0.42
H  2.249  -3.986  4.372  0.45
H  3.301  -4.857  2.312  0.45
H  3.138  -3.604  0.214  0.37
H  4.171  -0.876  -0.781  0.47
H  3.602  0.455  0.246  0.36
H  3.329  0.512  -1.503  0.39
H  2.473  -2.859  -1.758  0.63
H  1.781  -1.574  -2.749  0.40
H  0.711  -2.638  -1.815  0.32
C  0.738  1.067  -4.328  -0.96
C  -0.210  0.323  -5.011  -0.84
C  -1.201  -0.320  -4.289  -0.68
C  -1.216  -0.212  -2.906  -0.11
N  -0.254  0.455  -2.239  -0.12
C  0.684  1.097  -2.949  -0.14
C  -2.373  -0.646  -2.091  0.37
C  -3.652  -0.360  -2.476  -1.12
C  -4.922  -0.191  -1.731  -0.45
C  -5.011  0.321  0.428  -0.54
C  -3.540  0.244  0.954  -0.73
C  -2.207  -1.093  -0.752  -0.40
H  1.509  1.617  -4.847  0.51
H  -0.189  0.254  -6.090  0.48
H  -1.965  -0.897  -4.791  0.65
H  1.398  1.674  -2.377  0.50
H  -3.739  -0.084  -3.524  0.44
H  -5.737  -0.195  -2.449  0.65
H  -5.722  0.614  1.194  0.38
H  -3.482  0.286  2.037  1.28
O  -0.165  3.150  -1.040  -0.74
S  -1.028  3.301  0.115  1.21
O  -2.155  4.181  0.043  -0.67
N  -1.522  1.777  0.579  -0.81
C  -2.841  1.411  0.236  -0.60
C  -3.620  1.897  -0.741  -1.33
C  -4.907  1.175  -0.836  -0.11
C  -5.311  -0.963  -0.402  -0.37
C  -4.285  -1.945  -0.015  -0.70
C  -4.174  -3.283  -0.048  -0.74
C  -2.926  -3.946  0.313  -0.74
C  -1.770  -3.283  0.422  -0.83
N  -1.858  -1.873  0.235  1.00
C  -3.139  -1.105  0.347  0.71
C  0.008  3.874  1.423  0.63
C  1.377  3.647  1.369  -0.82
C  2.195  4.204  2.338  -0.38
C  1.642  4.983  3.348  -0.65
C  0.274  5.217  3.384  -0.69
C  -0.552  4.671  2.413  -0.50
H  -3.333  2.669  -1.437  0.64
H  -5.773  1.781  -1.091  0.61
H  -6.342  -1.302  -0.421  0.87
H  -5.025  -3.899  -0.311  0.60
H  -2.926  -5.018  0.461  0.47
H  -0.807  -3.686  0.699  0.50
H  1.796  3.081  0.546  0.45
H  3.266  4.053  2.298  0.46
H  2.284  5.427  4.097  0.43
H  -0.149  5.845  4.156  0.44
H  -1.615  4.871  2.406  0.54

Calculated values
Net charge ... +2
LUMO level ... -6.9 eV
Gap between HOMO and LUMO ... 6.3 eV
Max |F| ... 1.02 eV Å⁻¹
Highest occupied orbital energy ... -13.169 eV
Total energy ... -2907.20521 Ha

# 2
This record from OMol25 describes a cluster of 2 separate species, C2H7N3O2 in total in a non-equilibrium geometry. The level of theory is ωB97M-V/def2-TZVPD.

Each line ends with the natural charge from an NBO analysis.
Positions of all 14 atoms, in Å:
C  1.003  1.359  -0.250  -0.45
C  0.939  -1.542  0.004  -0.46
N  0.125  0.567  0.610  -0.31
N  0.013  -0.724  0.696  -0.21
N  -2.713  -0.152  -0.229  0.47
O  -2.407  0.913  0.301  -0.35
O  -3.732  -0.607  -0.680  -0.31
H  2.130  1.139  -0.168  0.19
H  0.889  1.033  -1.225  0.20
H  0.678  2.326  -0.016  0.22
H  1.298  -2.174  0.736  0.21
H  0.441  -2.144  -0.710  0.21
H  1.693  -0.995  -0.447  0.17
H  -0.356  1.001  1.379  0.40

Calculated values
LUMO level (spin up / spin down) ... 0.8 / -1.2 eV
Gap between HOMO and LUMO (spin up / spin down) ... 10.2 / 5.4 eV
Max |F| ... 3.19 eV Å⁻¹
Highest occupied orbital energy (spin up / spin down) ... -9.380 / -6.665 eV
Total energy ... -394.91449 Ha

# 3
This record from OMol25 describes the molecule CHN3O3 in a non-equilibrium geometry. The level of theory is ωB97M-V/def2-TZVPD.

Each line ends with the natural charge from an NBO analysis.
Positions of all 8 atoms, in Å:
O  0.783  -1.327  0.936  -0.57
C  0.488  -0.251  0.584  0.80
O  1.177  0.965  0.785  -0.36
N  0.339  1.955  -0.041  0.13
N  -0.619  1.314  -0.548  0.02
N  -0.543  0.035  -0.242  -0.04
O  -1.043  -1.025  -1.041  -0.46
H  -0.582  -1.667  -0.434  0.49

Calculated values
SMILES string ... O=c1onnn1O
LUMO level ... 0.0 eV
Gap between HOMO and LUMO ... 10.8 eV
Max |F| ... 4.11 eV Å⁻¹
Highest occupied orbital energy ... -10.846 eV
Total energy ... -428.54969 Ha

# 4
This record from OMol25 describes the molecule C9H17NOS in a non-equilibrium geometry. The level of theory is ωB97M-V/def2-TZVPD.

Each line ends with the natural charge from an NBO analysis.
Positions of all 29 atoms, in Å:
C  -1.037  2.105  0.140  -0.66
C  -0.902  1.127  1.204  -0.06
C  0.359  0.370  1.435  -0.17
C  -1.935  0.769  2.009  -0.16
C  0.766  -0.799  0.904  -0.21
C  -3.280  1.465  2.068  -0.65
C  2.079  -1.538  1.138  -0.65
C  1.575  0.217  -1.992  -0.45
C  1.133  -1.932  -2.777  -0.43
N  1.216  -1.136  -1.581  -0.66
O  -0.214  -2.800  -0.479  -0.98
S  -0.154  -1.357  -0.538  1.43
H  -0.901  3.185  0.519  0.23
H  -2.162  2.069  -0.189  0.23
H  -0.408  1.827  -0.758  0.23
H  0.908  0.957  2.219  0.22
H  -1.841  0.107  2.792  0.20
H  -3.152  2.572  1.981  0.21
H  -3.761  1.196  2.938  0.22
H  -3.904  1.276  1.265  0.22
H  2.009  -2.379  0.527  0.24
H  2.177  -1.773  2.205  0.23
H  2.850  -0.941  0.711  0.23
H  0.719  0.846  -2.436  0.17
H  1.996  0.945  -1.202  0.21
H  2.244  0.177  -2.879  0.22
H  0.785  -2.891  -2.402  0.24
H  0.628  -1.590  -3.597  0.17
H  2.209  -2.075  -3.225  0.19

Calculated values
LUMO level ... 0.7 eV
Gap between HOMO and LUMO ... 9.1 eV
Max |F| ... 4.68 eV Å⁻¹
Highest occupied orbital energy ... -8.457 eV
Total energy ... -881.16652 Ha

# 5
This record from OMol25 describes a structure of composition C54H46BF4N7P2Ti in a non-equilibrium geometry. The level of theory is ωB97M-V/def2-TZVPD.

Each line ends with the Mulliken spin population.
Positions of all 115 atoms, in Å:
Ti  1.473  -2.161  1.220  0.99
N  0.283  1.438  3.771  0.01
C  0.991  0.572  3.049  0.02
N  0.561  -0.579  2.645  -0.01
C  -0.698  -1.033  3.115  0.04
N  -1.045  -2.246  2.940  -0.05
N  -0.046  -2.932  2.259  0.13
C  -0.136  -4.259  2.250  0.25
C  0.961  -4.946  1.701  0.16
C  1.025  -6.352  1.606  0.03
C  2.159  -6.942  1.133  0.05
C  3.253  -6.136  0.749  0.12
C  3.132  -4.779  0.837  0.04
N  2.010  -4.161  1.273  0.17
C  -1.577  -0.057  3.783  0.01
C  -2.907  -0.328  4.098  0.01
C  -3.693  0.638  4.691  -0.01
C  -3.156  1.898  4.975  0.01
C  -1.839  2.180  4.680  -0.01
C  -1.057  1.192  4.090  0.01
H  0.691  2.334  3.987  0.00
H  1.989  0.879  2.756  0.00
H  -0.977  -4.764  2.707  0.01
H  0.171  -6.937  1.919  0.00
H  2.221  -8.020  1.060  0.00
H  4.177  -6.569  0.394  0.00
H  3.944  -4.122  0.554  -0.01
H  -3.298  -1.308  3.861  0.00
H  -4.726  0.426  4.931  0.00
H  -3.773  2.661  5.430  0.00
H  -1.416  3.154  4.889  0.00
C  0.853  0.935  -0.166  0.01
N  -0.299  1.623  0.365  -0.01
C  -1.518  0.851  0.391  -0.01
P  -2.401  0.511  -1.224  0.00
C  -3.589  1.902  -1.279  0.00
C  -3.097  3.122  -1.752  0.00
C  -3.913  4.238  -1.838  0.00
C  -5.252  4.145  -1.475  0.00
C  -5.759  2.936  -1.025  0.00
C  -4.932  1.823  -0.922  0.00
C  -3.402  -0.909  -0.659  0.00
C  -3.547  -1.975  -1.545  0.00
C  -4.258  -3.113  -1.184  0.00
C  -4.828  -3.199  0.077  0.00
C  -4.689  -2.147  0.975  0.00
C  -3.982  -1.013  0.607  0.00
C  -0.260  2.938  0.848  0.00
C  -1.437  3.677  1.002  0.00
C  -1.412  4.954  1.544  0.00
C  -0.221  5.550  1.928  0.00
C  0.957  4.835  1.752  0.00
C  0.943  3.551  1.231  0.00
P  1.079  1.026  -2.017  0.00
C  2.736  0.246  -2.208  0.01
C  3.238  -0.789  -1.429  -0.04
C  4.505  -1.320  -1.640  0.02
C  5.285  -0.853  -2.683  0.00
C  4.787  0.150  -3.508  0.00
C  3.537  0.694  -3.265  0.00
C  1.535  2.803  -2.077  0.00
C  2.654  3.340  -1.437  0.00
C  2.915  4.698  -1.485  0.00
C  2.054  5.546  -2.177  0.00
C  0.944  5.027  -2.824  0.00
C  0.693  3.659  -2.777  0.00
H  0.718  -0.087  0.203  -0.02
H  1.767  1.292  0.312  0.01
H  -2.199  1.296  1.115  0.00
H  -1.281  -0.159  0.751  0.04
H  -2.056  3.201  -2.045  0.00
H  -3.509  5.176  -2.196  0.00
H  -5.898  5.010  -1.551  0.00
H  -6.803  2.854  -0.749  0.00
H  -5.345  0.886  -0.568  0.00
H  -3.084  -1.919  -2.523  0.00
H  -4.357  -3.932  -1.884  0.00
H  -5.377  -4.086  0.365  0.00
H  -5.133  -2.213  1.960  0.00
H  -3.890  -0.200  1.319  0.00
H  -2.385  3.263  0.682  0.00
H  -2.346  5.494  1.645  0.00
H  -0.204  6.554  2.329  0.00
H  1.908  5.281  2.018  0.00
H  1.886  3.040  1.100  0.00
H  2.666  -1.255  -0.637  0.02
H  4.874  -2.096  -0.981  0.00
H  6.270  -1.265  -2.855  0.00
H  5.375  0.514  -4.340  0.00
H  3.180  1.491  -3.908  0.00
H  3.336  2.684  -0.905  0.00
H  3.787  5.101  -0.987  0.00
H  2.255  6.609  -2.214  0.00
H  0.280  5.682  -3.373  0.00
H  -0.163  3.251  -3.301  0.00
F  3.099  -0.759  1.643  0.00
B  3.828  -1.534  2.695  0.02
F  4.711  -2.364  2.040  0.00
F  4.412  -0.661  3.562  0.00
F  2.766  -2.265  3.281  0.00
C  0.305  -2.670  -0.593  0.02
C  0.815  -2.764  -1.994  0.00
C  1.865  -3.623  -2.332  0.00
C  2.386  -3.663  -3.611  0.01
C  1.858  -2.833  -4.600  0.00
C  0.792  -1.994  -4.294  0.00
C  0.274  -1.975  -3.010  0.00
C  2.427  -2.833  -5.932  0.00
N  2.882  -2.831  -6.987  0.00
H  -0.065  -3.654  -0.290  0.00
H  -0.575  -2.005  -0.579  -0.06
H  2.293  -4.271  -1.572  -0.01
H  3.209  -4.324  -3.849  0.00
H  0.376  -1.352  -5.060  0.00
H  -0.542  -1.298  -2.777  0.00

Calculated values
2S+1 ... 3
LUMO level (spin up / spin down) ... -0.2 / -0.9 eV
Gap between HOMO and LUMO (spin up / spin down) ... 6.2 / 6.9 eV
Max |F| ... 1.09 eV Å⁻¹
Highest occupied orbital energy (spin up / spin down) ... -6.395 / -7.805 eV
Total energy ... -4425.43910 Ha
<S²> ... 2.020

# 6
This record from OMol25 describes a structure of composition C21H36BrIIrN2O2SeSiTe in a non-equilibrium geometry. The level of theory is ωB97M-V/def2-TZVPD.

Each line ends with the natural charge from an NBO analysis.
Positions of all 67 atoms, in Å:
Ir  -0.947  0.967  -0.885  1.05
C  -1.122  1.551  4.488  -0.70
Te  -0.188  0.272  3.050  1.08
C  1.566  0.661  4.237  -0.69
C  1.050  1.023  5.602  -0.08
C  1.843  0.910  6.738  -0.19
C  1.332  1.222  7.987  -0.20
C  0.018  1.652  8.108  -0.20
C  -0.775  1.777  6.979  -0.22
C  -0.270  1.458  5.724  0.04
H  -2.141  1.205  4.654  0.25
H  -1.170  2.565  4.088  0.26
H  2.123  1.482  3.785  0.26
H  2.215  -0.213  4.266  0.24
H  2.863  0.557  6.640  0.21
H  1.952  1.115  8.868  0.22
H  -0.395  1.872  9.083  0.22
H  -1.804  2.105  7.071  0.22
I  -2.911  3.818  -2.364  0.05
C  -1.196  3.143  -1.269  -0.88
H  -1.282  3.629  -0.300  0.21
H  -0.327  3.520  -1.802  0.20
Br  1.121  2.009  0.881  -0.51
N  -2.197  1.020  -6.166  -0.86
C  -3.104  0.673  -5.071  -0.35
C  -2.352  0.751  -3.747  0.82
O  -2.776  0.314  -2.701  -0.60
O  -1.173  1.344  -3.834  -0.68
H  -2.681  1.448  -6.942  0.39
H  -1.712  0.200  -6.510  0.38
H  -1.077  1.656  -4.764  0.53
H  -3.557  -0.317  -5.159  0.22
H  -3.905  1.411  -5.009  0.24
Se  -4.604  2.196  1.892  -0.09
C  -3.177  1.449  1.271  0.13
N  -2.172  0.918  0.926  -0.78
C  -0.586  -1.816  -3.249  -1.19
Si  0.269  -1.013  -1.721  1.33
C  0.210  -2.456  -0.393  -0.51
C  0.485  -3.828  -1.019  -0.61
C  -1.218  -2.484  0.169  -0.61
C  1.210  -2.253  0.753  -0.61
C  2.047  -0.532  -2.409  -0.51
C  3.105  -0.515  -1.304  -0.62
C  2.483  -1.527  -3.489  -0.61
C  1.985  0.862  -3.042  -0.61
H  -0.091  -2.746  -3.530  0.23
H  -0.550  -1.141  -4.106  0.21
H  -1.635  -2.039  -3.049  0.24
H  -0.335  -4.138  -1.669  0.21
H  0.584  -4.575  -0.226  0.21
H  1.407  -3.835  -1.604  0.20
H  -1.948  -2.608  -0.634  0.21
H  -1.463  -1.562  0.693  0.21
H  -1.338  -3.317  0.870  0.20
H  2.199  -2.617  0.478  0.21
H  0.884  -2.817  1.635  0.20
H  1.317  -1.203  1.038  0.20
H  3.222  -1.499  -0.851  0.20
H  2.856  0.205  -0.523  0.23
H  4.074  -0.231  -1.729  0.20
H  2.532  -2.549  -3.107  0.20
H  3.483  -1.256  -3.846  0.20
H  1.809  -1.513  -4.345  0.20
H  1.630  1.608  -2.326  0.21
H  1.319  0.866  -3.906  0.20
H  2.983  1.163  -3.374  0.20

Calculated values
2S+1 ... 6
LUMO level (spin up / spin down) ... 0.2 / -2.1 eV
Gap between HOMO and LUMO (spin up / spin down) ... 7.5 / 5.8 eV
Max |F| ... 1.11 eV Å⁻¹
Highest occupied orbital energy (spin up / spin down) ... -7.315 / -7.942 eV
Total energy ... -7016.64010 Ha
<S²> ... 8.765